Density functional theory data (ωB97M-V with the def2-TZVPD basis set) for C27H22AsN4O9SZn as an isolated structure at a distorted geometry.

Results
Energy above the lowest of the compared OMol25 structures with the same formula, charge and spin (kcal/mol): 43.5
DFT total energy (a.u.): -6351.4697
Maximum force (eV/A): 3.31

ORCA input file:
```
! wB97M-V def2-TZVPD RIJCOSX def2/J DEFGRID3
* xyz -1 1
Zn -0.4022 1.0104 -1.4325
C 3.8340 3.5637 -1.3576
O 2.4766 4.1681 -1.5138
C 1.4316 3.3117 -1.6111
O 1.5093 2.0776 -1.4876
N 0.2626 3.9396 -1.6361
N -0.9289 3.2064 -1.6499
H 4.2028 3.2770 -2.3498
H 3.8149 2.7097 -0.6936
H 4.3541 4.4133 -0.9212
H 0.2177 4.9680 -1.8001
H -1.2089 3.0560 -2.6354
H -1.6444 3.7058 -1.1384
O -0.3261 -2.6985 -2.3742
C -0.1337 -1.5441 -2.6902
O 0.5084 -0.5818 -2.0525
C -0.6788 -1.0784 -3.9644
C -0.8708 -1.9710 -5.0292
C -1.0128 -1.3827 -6.2975
C -0.6792 -0.0135 -6.5269
C -0.5499 0.7533 -5.3963
C -0.9468 0.3414 -4.1427
O -1.3990 1.0420 -3.2057
N -0.2058 2.1363 -5.5902
O 0.0347 2.5217 -6.7362
O -0.1520 2.8831 -4.6085
N -1.4556 -2.2423 -7.3573
O -1.5268 -3.4561 -7.0965
O -1.6359 -1.6912 -8.4720
H -0.8374 -3.0416 -4.8904
H -0.6477 0.3530 -7.5416
S -1.9479 0.2789 0.4540
C -1.6680 0.9767 2.0274
C -2.5900 1.9539 2.5706
C -2.5462 2.2236 3.9286
C -1.5360 1.7399 4.7230
C -0.5067 0.9649 4.1768
C -0.5954 0.5944 2.8226
As 0.4670 -0.7921 1.8118
C 1.8287 -0.8423 3.2463
C 2.1342 -2.1261 3.5937
C 3.1852 -2.2953 4.5040
C 3.9506 -1.2454 4.9960
C 3.6827 -0.0143 4.4692
C 2.6094 0.2117 3.6201
C -0.6822 -2.3090 2.2128
C -1.1505 -2.4458 3.5186
C -2.1582 -3.3142 3.8329
C -2.7432 -4.1247 2.8676
C -2.2093 -4.0429 1.5574
C -1.2162 -3.1235 1.2051
H -3.4811 2.2478 2.0203
H -3.4013 2.7228 4.3291
H -1.5522 1.9458 5.7995
H 0.3340 0.6500 4.8028
H 1.6919 -3.0279 3.2218
H 3.4322 -3.2770 4.9047
H 4.8169 -1.3376 5.6039
H 4.3291 0.8881 4.6222
H 2.3253 1.2344 3.2487
H -0.7845 -1.9922 4.4138
H -2.5216 -3.3487 4.8696
H -3.4708 -4.8453 3.1204
H -2.6342 -4.7001 0.8882
H -0.7953 -3.1651 0.2164
*
```

Density functional theory data (ωB97M-V with the def2-TZVPD basis set) for a single C2H4N4 molecule at a distorted geometry.

Results
Energy above the lowest of the compared OMol25 structures with the same formula, charge and spin (kcal/mol): 29.6
DFT total energy (a.u.): -297.5972
SMILES: Nc1ncn[nH]1
Maximum force (eV/A): 2.39

ORCA input file:
```
! wB97M-V def2-TZVPD RIJCOSX def2/J DEFGRID3
* xyz 0 1
N -0.3632 -1.2230 1.3324
C -0.0685 -0.3122 0.3565
N 1.1439 -0.1074 -0.0940
C 0.9491 0.8538 -1.0478
N -0.2425 1.3432 -1.1414
N -1.0165 0.5368 -0.2343
H 0.4440 -1.5387 1.8569
H -1.1891 -1.0698 1.8898
H 1.7247 1.1951 -1.7153
H -1.4162 0.2794 -1.1624
*
```

Density functional theory data (ωB97M-V with the def2-TZVPD basis set) for CH11FeN2 as an isolated structure at a distorted geometry.

Results
Energy above the lowest of the compared OMol25 structures with the same formula, charge and spin (kcal/mol): 13.2
DFT total energy (a.u.): -1417.7220
Expectation value of S²: 6.098
Maximum force (eV/A): 3.90

ORCA input file:
```
! wB97M-V def2-TZVPD RIJCOSX def2/J DEFGRID3
* xyz -1 5
C -0.9829 0.7451 -2.1119
Fe 0.0080 0.2767 -0.6911
N 0.9953 -1.5353 -1.2340
H -0.8919 1.3862 -0.1261
H 0.9650 1.6880 -0.6020
H -1.2880 1.7922 -2.0778
H -1.7836 0.0568 -2.1088
H -0.2410 0.6376 -2.9476
H 0.6610 -2.3693 -0.7571
H 1.9999 -1.4417 -1.0123
H 0.9273 -1.6867 -2.2415
N 0.2700 -0.3418 1.3742
H 0.8770 -1.1414 1.5206
H -0.5538 -0.5616 1.9115
H 0.7127 0.3778 1.9296
*
```

Density functional theory data (ωB97M-V with the def2-TZVPD basis set) for C31H25AsN3O8PS3V as an isolated structure.

Results
Energy above the lowest of the compared OMol25 structures with the same formula, charge and spin (kcal/mol): 0.0
DFT total energy (a.u.): -6678.4602
Maximum force (eV/A): 0.55

ORCA input file:
```
! wB97M-V def2-TZVPD RIJCOSX def2/J DEFGRID3
* xyz -1 1
V 0.1529 -1.3678 -2.0867
O 3.8671 1.1274 -1.7209
C 4.6047 0.1186 -1.2351
C 5.9934 0.2850 -1.2331
C 6.8171 -0.7085 -0.7520
C 6.2843 -1.8993 -0.2571
C 4.9161 -2.0676 -0.2530
C 4.0594 -1.0742 -0.7360
C 2.6043 -1.2948 -0.7331
O 1.8328 -0.4244 -1.3263
N 2.1109 -2.3457 -0.1309
N 0.7400 -2.2691 -0.3133
C -0.0643 -2.5504 0.6294
C -1.4430 -2.0771 0.4733
C -2.4578 -2.3168 1.3665
C -3.6576 -1.6322 1.1864
C -3.7753 -0.7584 0.1313
C -2.7052 -0.6027 -0.7529
N -1.5690 -1.2492 -0.5788
H 2.9238 0.8577 -1.6841
H 6.3930 1.2136 -1.6187
H 7.8901 -0.5587 -0.7617
H 6.9332 -2.6793 0.1178
H 4.4679 -2.9764 0.1249
H 0.3063 -2.9859 1.5517
H -2.3014 -2.9799 2.2062
H -4.4659 -1.7575 1.8945
H -4.6638 -0.1616 -0.0082
H -2.7663 0.0581 -1.6063
O -2.9065 -1.9436 -5.0917
As -1.3350 -2.5938 -4.6199
O -1.3045 -1.9644 -2.9620
O 1.1141 -2.2217 -2.9628
C -0.0895 -1.3401 -5.5270
C 0.6648 -1.9655 -6.5103
C 1.6154 -1.2670 -7.2447
C 1.8301 0.0740 -6.9941
C 1.0943 0.7217 -6.0101
C 0.1431 0.0181 -5.2900
S -0.7598 0.9314 -4.0608
O -0.4213 2.3118 -4.2083
O -2.1564 0.5851 -4.2138
O -0.2344 0.4127 -2.7179
H -2.9220 -0.9996 -4.8397
H 0.5131 -3.0238 -6.6960
H 2.1936 -1.7780 -8.0043
H 2.5742 0.6226 -7.5571
H 1.2393 1.7699 -5.7888
S -2.7873 2.3196 1.2365
P -1.4843 1.5719 2.5326
S 0.0541 0.4821 1.9079
C -0.8459 2.9238 3.5999
C 0.1344 2.6317 4.5472
C 0.6075 3.6200 5.3935
C 0.1119 4.9156 5.2948
C -0.8547 5.2129 4.3479
C -1.3359 4.2182 3.5034
C -2.4348 0.6056 3.7830
C -2.0966 -0.7002 4.1059
C -2.8607 -1.4242 5.0161
C -3.9633 -0.8391 5.6174
C -4.3010 0.4748 5.3071
C -3.5452 1.1885 4.3926
H 0.5336 1.6255 4.5959
H 1.3704 3.3846 6.1257
H 0.4867 5.6918 5.9514
H -1.2359 6.2233 4.2610
H -2.0878 4.4333 2.7540
H -1.2183 -1.1299 3.6372
H -2.5879 -2.4444 5.2614
H -4.5582 -1.3999 6.3284
H -5.1600 0.9391 5.7764
H -3.8211 2.2027 4.1281
*
```

Density functional theory data (ωB97M-V with the def2-TZVPD basis set) for a 2-piece molecular cluster, C3H7IO2 overall at a distorted geometry.

Results
Energy above the lowest of the compared OMol25 structures with the same formula, charge and spin (kcal/mol): 20.3
DFT total energy (a.u.): -566.6600
SMILES: O=C(O)I.CC
Maximum force (eV/A): 2.51

ORCA input file:
```
! wB97M-V def2-TZVPD RIJCOSX def2/J DEFGRID3
* xyz 0 1
O -2.5430 0.0837 -1.6890
C -2.6425 -0.2429 -0.5653
O -1.7711 -0.1384 0.4444
I -4.3809 -1.0672 0.2239
H -0.8865 0.1347 0.2262
C 1.7396 -0.0295 -0.5912
C 1.2840 0.3359 0.8782
H 2.2657 -0.9685 -0.4952
H 2.4844 0.7614 -0.7855
H 0.9393 0.0770 -1.3819
H 0.4002 -0.2219 1.1283
H 1.9716 -0.1436 1.4800
H 1.1393 1.4193 1.1273
*
```

Density functional theory data (ωB97M-V with the def2-TZVPD basis set) for a single C5H14BNO4S molecule at a distorted geometry.

Results
Energy above the lowest of the compared OMol25 structures with the same formula, charge and spin (kcal/mol): 28.5
DFT total energy (a.u.): -977.6624
SMILES: CC(C)[C@H](O[S@@](C)(=N)=O)B(O)O
Maximum force (eV/A): 5.14

ORCA input file:
```
! wB97M-V def2-TZVPD RIJCOSX def2/J DEFGRID3
* xyz 0 1
C 1.7406 -1.7596 -0.9038
C 1.2635 -1.3771 0.5053
C 0.0979 -2.3697 1.0332
C 0.5966 0.0623 0.2994
O -0.4795 0.1129 -0.6468
S -2.0667 0.4800 -0.2032
C -2.1164 2.2970 0.1644
N -3.0783 0.3524 -1.2891
O -2.1871 -0.1312 1.0576
B 1.5279 1.3320 -0.0916
O 2.3742 1.8093 0.8491
O 1.5177 1.7648 -1.3312
H 2.1005 -2.7831 -1.0746
H 0.8775 -1.7234 -1.6036
H 2.5784 -1.2047 -1.1123
H 2.1047 -1.2483 1.2550
H 0.5572 -3.1281 1.5055
H -0.3986 -1.8260 1.8155
H -0.4544 -2.7694 0.2407
H 0.1163 0.2656 1.2672
H -2.5673 2.3664 1.0542
H -1.2187 2.8475 0.1065
H -2.8124 2.6716 -0.6256
H -3.6048 -0.5258 -1.1817
H 2.8694 2.6223 0.6400
H 0.6616 1.8625 -1.7300
*
```

Density functional theory data (ωB97M-V with the def2-TZVPD basis set) for C2H3F as an isolated structure at a distorted geometry.

Results
Energy above the lowest of the compared OMol25 structures with the same formula, charge and spin (kcal/mol): 30.5
DFT total energy (a.u.): -177.7873
Maximum force (eV/A): 4.88

ORCA input file:
```
! wB97M-V def2-TZVPD RIJCOSX def2/J DEFGRID3
* xyz 0 1
C -0.0441 -0.5360 0.0201
C 0.9832 0.3155 -0.0531
F 2.2634 -0.0610 0.0092
H -1.1426 -0.3217 0.0263
H 0.2823 -1.6760 -0.0862
H 0.9235 1.6931 0.1323
*
```

Density functional theory data (ωB97M-V with the def2-TZVPD basis set) for C7H20NOSi as an isolated structure at a distorted geometry.

Results
Energy above the lowest of the compared OMol25 structures with the same formula, charge and spin (kcal/mol): 43.7
DFT total energy (a.u.): -697.8916
Maximum force (eV/A): 6.82

ORCA input file:
```
! wB97M-V def2-TZVPD RIJCOSX def2/J DEFGRID3
* xyz 1 1
C 1.6879 0.6894 -1.6535
C 3.1066 1.4230 0.4309
C -2.8776 -1.1976 1.7064
C -2.1416 0.3705 -1.7019
C -0.5508 -2.3345 -0.8923
C 1.9441 0.5795 -0.1394
C 0.6103 0.9127 0.4029
N 0.4460 0.7531 1.9369
O -1.6153 -0.7210 1.3072
Si -1.1966 -0.5935 -0.3374
H 1.2938 -0.2736 -2.1873
H 1.0159 1.4179 -1.9370
H 2.6721 1.0229 -2.0844
H 2.7092 2.4718 0.2899
H 3.1949 1.1768 1.5059
H 3.9957 1.3386 -0.2515
H -3.8239 -0.6735 1.3200
H -2.7459 -1.0580 2.7443
H -2.7843 -2.2502 1.6744
H -2.9483 1.1069 -1.2977
H -1.4514 0.7343 -2.3236
H -2.8941 -0.2380 -2.2657
H -1.3803 -3.0998 -0.6817
H -0.4672 -2.4021 -2.0655
H 0.4604 -2.4497 -0.5213
H 2.0228 -0.4588 -0.0389
H 0.2964 1.8781 0.3208
H 1.2705 0.2602 2.1887
H -0.2807 -0.0265 2.1733
H 0.4315 1.6410 2.3773
*
```

Look up the maximum force of the fifth one.
2.51 eV/A

Which formula does entry 8 have?
C7H20NOSi

What is the formula in the second record?
C2H4N4

Which of these has the lowest energy above the lowest of the compared OMol25 structures with the same formula, charge and spin?
C31H25AsN3O8PS3V